No. 1
Molecular formula: C14H27Cl12MgO2
Method: DFT, ωB97M-V with the def2-TZVPD basis set

Structure (XYZ):
```
56
Properties=species:S:1:pos:R:3:forces:R:3
Mg 22.1100 -18.0114 -6.5142 -0.945 0.043 -0.377
C 20.1192 -17.6708 -9.6981 -0.860 0.750 0.000
C 20.8399 -17.9247 -8.4406 0.396 0.025 0.963
O 22.1332 -17.9448 -8.4214 0.140 -0.050 -0.306
O 20.2535 -18.0322 -7.3118 0.450 0.012 0.162
H 20.1378 -18.5042 -10.3960 0.350 0.071 -0.117
H 20.5339 -16.7499 -10.1041 0.474 -0.470 -0.451
H 19.0812 -17.3925 -9.5145 -0.044 -0.474 0.319
Cl 18.9223 -13.1076 -9.1930 0.009 0.185 0.001
C 20.2469 -13.8962 -10.0713 -0.287 -0.443 -0.280
C 21.5759 -13.2327 -9.8895 0.329 0.111 0.220
Cl 22.2595 -13.6014 -8.2578 -0.033 -0.069 -0.095
H 19.9656 -13.9731 -11.1204 0.019 0.345 -0.034
H 20.2762 -14.9225 -9.7175 0.121 0.088 0.142
H 21.5404 -12.1490 -9.9402 -0.181 0.004 -0.082
H 22.2881 -13.5953 -10.6277 0.001 -0.107 0.063
Cl 23.6585 -20.3165 -12.2757 0.050 0.142 -0.056
C 23.6014 -19.7802 -10.5796 0.346 -0.228 -0.074
C 24.5237 -20.6280 -9.7191 -1.254 -0.196 -0.034
Cl 23.7489 -22.1902 -9.2799 0.110 -0.008 -0.153
H 22.5567 -19.8478 -10.3003 0.045 0.063 0.308
H 23.9620 -18.7563 -10.4906 -0.197 0.100 -0.357
H 24.6419 -20.1397 -8.7559 0.588 0.143 -0.129
H 25.4254 -20.8325 -10.2831 0.308 0.017 0.403
Cl 21.0528 -16.2382 -12.6301 0.078 -0.024 -0.233
C 20.6808 -15.9852 -14.3877 -0.276 0.278 0.765
C 19.6692 -16.9751 -14.8996 -0.004 0.476 -0.853
Cl 20.1027 -18.6423 -14.5726 -0.007 -0.485 0.180
H 21.6242 -16.0064 -14.9196 0.048 -0.103 0.016
H 20.2437 -14.9893 -14.3914 0.089 0.034 -0.344
H 19.6536 -16.8682 -15.9873 0.019 0.009 0.039
H 18.6596 -16.7486 -14.5703 0.060 -0.175 0.406
Cl 14.1795 -16.4712 -11.9227 0.084 -0.028 -0.061
C 15.7113 -17.3682 -12.1252 -0.453 -0.143 -0.162
C 16.8808 -16.5904 -11.6058 0.285 -0.215 0.426
Cl 17.2316 -15.1651 -12.6103 0.139 0.077 -0.020
H 15.8300 -17.6032 -13.1805 -0.030 0.080 -0.024
H 15.5862 -18.3074 -11.5900 0.168 0.026 0.116
H 17.7609 -17.2370 -11.5833 0.038 0.096 -0.250
H 16.7118 -16.2392 -10.5895 -0.133 0.080 -0.038
Cl 16.6130 -22.0988 -12.0629 -0.044 0.034 0.011
C 16.4133 -22.4588 -10.3255 0.304 0.318 -0.301
C 16.3605 -21.2038 -9.4905 0.244 -0.240 0.299
Cl 17.9561 -20.3703 -9.5145 -0.058 0.090 -0.002
H 17.2901 -23.0235 -10.0182 -0.133 -0.221 -0.047
H 15.5102 -23.0526 -10.2290 -0.058 0.023 0.149
H 16.2080 -21.5071 -8.4557 -0.131 0.177 0.012
H 15.6255 -20.4666 -9.7905 -0.138 -0.116 -0.110
Cl 19.6147 -14.7893 -4.1456 0.216 0.184 -0.039
C 19.2168 -14.9392 -5.8791 0.026 -0.233 -0.132
C 17.8862 -14.3489 -6.2652 -0.273 0.088 0.008
Cl 16.5522 -14.9134 -5.2387 -0.069 -0.106 0.005
H 19.2359 -16.0109 -6.0645 -0.120 0.022 -0.203
H 19.9828 -14.4365 -6.4728 0.082 -0.044 0.143
H 17.6550 -14.6445 -7.2875 0.047 -0.022 0.072
H 17.8937 -13.2627 -6.2314 0.063 0.008 0.138
```
Positions in Å, forces in eV/Å.

As for the LUMO energy: -6.8 eV. Its net charge is +1. As for the gap between HOMO and LUMO: 5.86 eV. Its energy relative to the best compared isomer or geometry (same formula, charge and spin) is 1.290 eV.

Atom charges from the Löwdin analysis, given in e for atoms 1 to 5: 1.3696, -0.0196, -0.6164, -0.1097, -0.0614

No. 2
Molecular formula: Cl3Li
Method: DFT, ωB97M-V with the def2-TZVPD basis set

Structure (XYZ):
```
4
Properties=species:S:1:pos:R:3:forces:R:3
Li -0.5291 0.3940 0.4600 0.020 -0.318 -0.357
Cl 2.1925 0.8885 1.5457 -0.782 -0.291 -0.543
Cl 0.9748 -1.1134 -1.5445 0.075 0.328 0.482
Cl -2.6383 -0.1691 -0.4612 0.688 0.280 0.418
```
Positions in Å, forces in eV/Å.

The multiplicity is 2. As for the LUMO energy (alpha / beta): 3.3 / -0.8 eV. Its net charge is -1. As for the gap between HOMO and LUMO (alpha / beta): 9.06 / 4.61 eV.

In elementary charge units, the Löwdin charges are: 0.4599, -0.6226, -0.1479, -0.6894

No. 3
Molecular formula: C2H5S
Method: DFT, ωB97M-V with the def2-TZVPD basis set

Structure (XYZ):
```
8
Properties=species:S:1:pos:R:3:forces:R:3
S 1.4933 -1.2909 0.5747 0.070 -0.012 0.018
H 0.6942 -1.7764 1.5375 -0.024 -0.025 0.031
C -0.9872 1.0056 -0.8637 0.208 0.345 0.521
C -2.0110 1.7483 -0.4849 -1.276 0.043 0.642
H -0.7101 0.8267 -1.8906 -0.163 -0.163 -0.168
H -0.3443 0.5867 -0.0904 0.235 -0.087 -0.358
H -2.2423 1.9102 0.5693 0.454 -0.189 0.031
H -2.8508 2.1292 -1.0613 0.497 0.087 -0.718
```
Positions in Å, forces in eV/Å.

As for the LUMO energy: 4.0 eV. Its net charge is -1. As for the gap between HOMO and LUMO: 6.49 eV. Its energy relative to the best compared isomer or geometry (same formula, charge and spin) is 0.736 eV.

Atom charges from the Löwdin analysis, given in e for atoms 1 to 5: -0.3353, -0.4932, -0.0957, -0.1231, 0.0417

No. 4
Molecular formula: C42H43Cl2N7O7SSiV
Method: DFT, ωB97M-V with the def2-TZVPD basis set

Structure (XYZ):
```
104
Properties=species:S:1:pos:R:3:forces:R:3
V -0.1551 -0.5241 -0.6519 0.171 -0.241 -0.197
C -2.4731 0.0379 1.7383 0.043 -0.019 0.046
N -1.0386 -0.0736 1.4556 -0.090 0.119 -0.005
C -0.4379 -1.0863 2.3218 0.028 0.003 0.012
C -0.4949 -2.4060 1.6203 0.011 0.015 0.033
N -0.4451 -2.5000 0.3246 0.030 0.051 -0.033
C -0.5615 -3.8463 0.0280 0.008 -0.019 0.006
C -0.5877 -4.4832 -1.2059 -0.007 -0.009 -0.022
C -0.6984 -5.8611 -1.2048 0.005 0.004 0.006
C -0.7813 -6.5903 -0.0100 0.001 0.010 0.006
C -0.7621 -5.9638 1.2256 -0.004 -0.011 -0.006
C -0.6556 -4.5791 1.2174 0.005 -0.009 -0.006
N -0.6118 -3.6284 2.2256 0.001 0.015 0.030
C -3.2489 0.9758 0.8708 0.087 -0.140 -0.067
N -3.9335 1.9975 1.3330 0.088 0.030 0.054
C -4.5858 2.4961 0.2209 -0.091 -0.001 -0.008
C -5.4449 3.5875 0.0864 -0.037 -0.008 0.011
C -5.9782 3.8443 -1.1628 0.006 0.020 0.012
C -5.6695 3.0374 -2.2723 0.005 0.003 0.004
C -4.8150 1.9576 -2.1629 0.024 0.039 -0.017
C -4.2808 1.7088 -0.9014 0.072 -0.012 -0.075
N -3.4179 0.7450 -0.4538 -0.140 0.104 0.015
H -2.6428 0.3417 2.7777 -0.065 0.020 -0.018
H -2.9028 -0.9613 1.6029 0.018 -0.011 0.032
H -0.5428 0.8124 1.5799 -0.001 -0.055 0.043
H -0.9381 -1.1527 3.2994 -0.002 -0.002 0.000
H 0.6041 -0.8098 2.4808 -0.012 0.002 0.008
H -0.5066 -3.8998 -2.1138 0.002 0.003 -0.001
H -0.7077 -6.3930 -2.1476 0.000 0.000 -0.003
H -0.8597 -7.6700 -0.0534 -0.001 -0.001 0.000
H -0.8278 -6.5305 2.1466 0.002 0.000 0.002
H -0.6886 -3.7863 3.2131 -0.001 0.001 -0.004
H -5.6793 4.2102 0.9415 0.009 -0.002 -0.006
H -6.6418 4.6910 -1.2966 0.000 -0.006 0.002
H -6.1002 3.2793 -3.2365 -0.002 -0.004 -0.003
H -4.5481 1.3387 -3.0103 -0.004 -0.007 -0.007
H -2.9163 0.0400 -1.0374 0.038 -0.073 0.017
C 3.0064 -6.8729 -0.1051 0.006 0.009 -0.003
C 2.8168 -5.5710 -0.8387 -0.001 -0.014 0.004
C 2.6586 -5.5399 -2.2181 -0.016 0.008 -0.002
C 2.4572 -4.3384 -2.8883 0.008 0.002 0.008
C 2.4243 -3.1493 -2.1788 0.009 -0.016 0.000
C 2.6129 -3.1566 -0.8005 0.003 -0.016 -0.004
C 2.7963 -4.3625 -0.1439 0.018 0.004 -0.006
S 2.0917 -1.6024 -3.0179 -0.087 0.021 -0.018
O 2.1754 -1.9102 -4.4401 0.013 -0.003 0.013
O 3.1009 -0.7091 -2.4886 0.019 0.004 0.003
N 0.6383 -1.2364 -2.5747 0.005 -0.004 0.099
C -0.3634 -1.0030 -3.6067 -0.039 0.107 -0.022
C -1.7838 -1.1138 -3.0504 0.003 0.086 0.089
O -2.7347 -1.2359 -3.8204 0.020 0.000 -0.032
O -1.8871 -1.0112 -1.7670 -0.091 0.065 -0.002
H 2.7113 -7.7192 -0.7275 0.003 -0.003 -0.002
H 2.4012 -6.8975 0.8032 -0.003 -0.004 0.000
H 4.0507 -7.0188 0.1857 -0.002 -0.003 0.006
H 2.6706 -6.4714 -2.7760 0.000 0.000 -0.004
H 2.3198 -4.3066 -3.9616 -0.001 -0.001 0.000
H 2.5844 -2.2178 -0.2587 0.004 0.012 0.005
H 2.9149 -4.3679 0.9360 0.001 -0.001 0.001
H -0.2608 -1.6637 -4.4688 -0.009 -0.040 0.021
H -0.3015 0.0282 -3.9855 0.008 -0.038 -0.055
C -1.4495 3.6031 -2.5040 0.000 -0.022 -0.026
Si -0.1572 3.0420 -1.2413 0.011 -0.035 -0.035
C -0.5178 4.0316 0.3346 0.017 0.038 -0.010
C 1.5008 3.6910 -1.8907 -0.014 -0.006 0.017
O -0.1583 1.4763 -0.9924 -0.057 0.104 0.027
H -1.3186 4.6575 -2.7696 0.011 0.005 0.010
H -2.4639 3.4800 -2.1188 -0.022 -0.015 0.006
H -1.3684 3.0096 -3.4197 -0.002 0.005 -0.003
H -0.4044 5.1087 0.1611 -0.006 -0.024 0.018
H 0.1754 3.7409 1.1289 0.008 -0.005 0.012
H -1.5329 3.8509 0.6994 -0.035 -0.020 -0.010
H 1.3917 4.6714 -2.3664 -0.013 0.004 -0.001
H 1.9189 2.9947 -2.6226 0.003 -0.002 0.001
H 2.2202 3.8055 -1.0763 0.031 0.000 0.001
Cl 3.4307 6.2058 0.4438 0.027 -0.008 -0.013
C 2.7676 6.0631 2.0339 -0.003 0.054 0.026
C 2.4067 7.2171 2.7117 0.014 -0.024 -0.017
C 1.8661 7.1215 3.9829 -0.013 -0.002 0.026
C 1.7018 5.8818 4.5782 0.008 0.007 -0.028
C 2.0806 4.7424 3.8866 -0.029 0.014 0.037
Cl 1.9137 3.2002 4.6561 -0.042 0.009 0.018
C 2.6042 4.7930 2.5916 0.046 -0.090 -0.079
N 2.9252 3.6359 1.8665 -0.109 0.121 0.070
C 4.1818 3.0449 2.0120 0.060 -0.034 -0.066
C 5.1890 3.6115 2.7903 0.007 0.005 0.000
C 6.4245 2.9887 2.9131 0.001 -0.004 -0.003
C 6.6654 1.7900 2.2653 -0.010 0.012 -0.002
C 5.6608 1.2359 1.4757 0.012 -0.007 0.004
C 4.4229 1.8397 1.3212 -0.010 0.015 0.006
C 3.4136 1.2491 0.3701 -0.009 -0.011 0.028
C 2.1205 0.6929 0.9663 -0.009 0.025 -0.034
O 1.5421 1.3201 1.8866 0.000 0.014 0.013
O 1.6962 -0.3768 0.4578 0.011 -0.095 0.036
H 2.5392 8.1757 2.2298 0.002 0.000 -0.002
H 1.5684 8.0180 4.5116 -0.001 0.000 0.001
H 1.2861 5.7864 5.5715 -0.001 -0.005 0.002
H 2.1863 2.9069 1.8675 0.062 -0.024 0.043
H 4.9991 4.5424 3.3122 0.005 -0.003 -0.004
H 7.1933 3.4459 3.5256 -0.001 0.001 -0.001
H 7.6239 1.2943 2.3568 0.001 -0.001 -0.001
H 5.8467 0.3123 0.9388 -0.004 0.001 -0.001
H 3.8641 0.4644 -0.2351 -0.009 0.004 -0.009
H 3.0794 2.0204 -0.3309 -0.003 0.013 -0.019
```
Positions in Å, forces in eV/Å.

The multiplicity is 4. As for the LUMO energy (alpha / beta): 3.8 / 3.8 eV. Its net charge is -2. As for the gap between HOMO and LUMO (alpha / beta): 4.65 / 6.74 eV. Its energy relative to the best compared isomer or geometry (same formula, charge and spin) is 0.141 eV.

Atom charges from the Löwdin analysis, given in e for atoms 1 to 5: 0.7530, -0.1134, -0.0726, -0.1287, -0.2737

no.,largest force on an atom (Eh/bohr)
1,0.025
2,0.019
3,0.028
4,0.007